Record 1
Molecular formula: C2H9NO3
Method: DFT, wB97M-V/def2-TZVPD

Values from the calculation:
- Largest force on an atom: 1.2 eV/Å
- Lowest unoccupied orbital energy: 0.515 eV
- Structure (SMILES): NCC=O.O.O
- DFT total energy: -362.03953 a.u.
- Net charge: 0
- HOMO-LUMO gap: 10.755 eV

CARTESIAN COORDINATES (ANGSTROEM)
O -1.40 2.05 2.04
C -0.51 -0.16 1.96
N 0.56 -0.79 1.19
H 0.27 -1.76 1.11
C -0.43 1.35 1.90
H 0.62 -0.42 0.24
H -1.47 -0.51 1.52
O -2.17 1.93 -5.10
H -0.48 -0.48 3.01
H -1.28 1.57 -5.15
H 0.60 1.67 1.70
H 1.99 -2.31 0.89
O 2.73 -2.75 0.45
H -2.02 2.81 -5.47
H 2.99 -2.19 -0.28

These are the Mulliken partial charges, in e, on atoms 1 to 6: -0.46 -0.38 -0.64 0.35 -0.02 0.19

Record 2
Molecular formula: C5H9O3
Method: DFT, wB97M-V/def2-TZVPD

Values from the calculation:
- Largest force on an atom: 2.0 eV/Å
- Lowest unoccupied orbital energy: 3.222 eV
- Structure (SMILES): O=C([O-])CCCCO
- DFT total energy: -421.66634 a.u.
- Net charge: -1
- HOMO-LUMO gap: 7.113 eV

CARTESIAN COORDINATES (ANGSTROEM)
H 0.87 0.41 -3.65
O -2.31 0.02 2.68
O -0.97 -1.73 2.16
H -0.63 1.48 1.51
C 0.30 0.57 -0.79
C 0.09 -0.44 -1.91
C 0.65 -0.02 0.58
H 0.56 0.62 2.59
C -0.18 0.53 1.79
C -1.29 -0.54 2.25
H 0.36 -1.08 0.57
H 1.73 -0.16 0.72
H -0.61 1.13 -0.53
O 0.97 -0.31 -3.04
H 1.01 1.34 -1.12
H 0.43 -1.42 -1.59
H -0.96 -0.41 -2.21

These are the Mulliken partial charges, in e, on atoms 1 to 6: 0.27 -0.73 -0.72 0.37 -0.34 -0.41

Record 3
Molecular formula: C40H30BrClN6O4Sr
Method: DFT, wB97M-V/def2-TZVPD

Values from the calculation:
- Largest force on an atom: 1.2 eV/Å
- Lowest unoccupied orbital energy: -0.162 eV
- DFT total energy: -5236.95179 a.u.
- Net charge: 0
- HOMO-LUMO gap: 7.041 eV

CARTESIAN COORDINATES (ANGSTROEM)
C 3.03 1.04 3.56
H 1.03 1.02 -3.46
C -0.51 -2.85 3.79
C -3.41 0.20 -0.88
H 2.83 -4.12 0.10
C 1.26 -0.05 -3.46
C 2.01 -3.39 -0.06
H 3.62 -1.20 -4.18
H 0.93 -1.58 2.84
C -1.49 2.31 2.52
H -2.16 3.11 -3.11
H -5.39 0.58 -1.61
C 0.67 -5.41 -2.85
C 4.42 0.22 1.79
N 2.12 0.62 1.41
C 0.58 1.47 3.12
C -4.56 -0.95 1.30
N 2.37 -0.02 -1.30
C -2.72 -2.58 2.95
C 1.15 -3.74 -1.18
H 5.12 0.65 3.77
C -1.00 1.98 4.84
C -1.46 3.93 -3.20
C 0.04 -2.95 -1.60
H -2.86 2.77 4.11
C -0.75 6.04 -4.08
C -0.75 -3.47 -2.66
C -1.69 5.03 -4.01
H -1.28 2.01 5.88
C -2.24 -1.59 2.10
N -0.30 1.83 2.17
Sr 0.08 0.16 -0.02
H -2.89 0.69 -1.70
H -0.93 6.90 -4.71
O 1.11 2.80 -0.91
H -2.01 2.60 0.44
O -0.80 1.80 -1.48
C 2.45 -0.34 -2.60
H 0.37 -0.58 -3.10
Br -3.27 5.16 -5.02
C 3.60 -0.92 -3.13
C 1.96 1.02 2.68
H -2.19 -4.00 4.47
O 1.93 -2.43 0.69
H 1.53 4.94 -2.03
C 0.61 4.96 -2.60
H 2.91 1.40 4.57
C -0.11 -1.86 2.90
H 5.39 -0.09 1.44
H -4.99 -1.39 2.18
C 1.44 -4.95 -1.82
C -5.37 -0.41 0.32
H -1.61 -2.89 -2.99
C -2.43 2.76 1.44
C -0.44 -4.66 -3.27
C -4.79 0.16 -0.81
C 3.43 -0.19 -0.51
Cl 1.04 -6.93 -3.65
C -1.84 -3.22 3.80
H 5.60 -1.55 -2.71
C -1.88 2.39 3.86
H 0.23 -3.32 4.43
C 4.62 -0.72 -0.99
C -0.28 3.90 -2.47
H -6.45 -0.43 0.43
C 4.69 -1.11 -2.32
C 0.26 1.52 4.47
C 4.27 0.63 3.10
H -1.05 -5.04 -4.08
H 0.96 1.18 5.22
H -3.76 -2.88 2.92
H 1.45 -0.35 -4.49
C 0.05 2.75 -1.55
H 5.48 -0.86 -0.34
H -2.64 3.82 1.55
N -0.95 -1.24 2.07
H 2.30 -5.54 -1.48
H -3.38 2.23 1.50
N -2.62 -0.30 0.07
C 3.32 0.23 0.95
O -0.24 -1.82 -1.07
N 0.39 6.02 -3.39
C -3.18 -0.91 1.12

These are the Mulliken partial charges, in e, on atoms 1 to 6: -0.97 0.03 -1.25 -0.83 0.14 -0.95

Record 4
Molecular formula: C2H4NO2S
Method: DFT, wB97M-V/def2-TZVPD

Values from the calculation:
- Largest force on an atom: 3.1 eV/Å
- Lowest unoccupied orbital energy: 2.858 eV
- DFT total energy: -681.97311 a.u.
- Net charge: -1
- HOMO-LUMO gap: 6.527 eV

CARTESIAN COORDINATES (ANGSTROEM)
O -2.32 1.14 -0.25
H -2.13 -1.81 -0.87
N -2.21 -1.23 -0.02
O -3.95 -0.35 0.11
H 1.98 0.04 -1.16
C -2.79 0.03 -0.13
S 0.55 -1.35 0.02
C 0.90 0.20 -0.76
H 0.99 1.04 0.08
H 0.18 0.34 -1.65

These are the Mulliken partial charges, in e, on atoms 1 to 6: -0.64 0.23 -0.30 -0.58 0.24 0.68

Record 5
Molecular formula: C12H15P
Method: DFT, wB97M-V/def2-TZVPD

Values from the calculation:
- Largest force on an atom: 5.5 eV/Å
- Lowest unoccupied orbital energy: 0.877 eV
- Structure (SMILES): CC1=C[C@H](CC2=CC(C)=[PH]=C2)C=C1
- DFT total energy: -807.44336 a.u.
- Net charge: 0
- HOMO-LUMO gap: 9.051 eV

CARTESIAN COORDINATES (ANGSTROEM)
H -2.88 -2.83 0.38
C -1.14 0.70 -1.54
H 3.09 -0.83 1.45
H 0.97 1.27 -2.28
H 0.82 -1.64 -0.39
H 2.29 2.89 2.79
C 0.43 0.47 -1.70
H -3.06 -3.00 -1.46
C 1.84 1.05 1.58
C -1.61 -0.59 -1.85
P 1.73 -0.80 1.74
H 1.28 2.35 0.01
H -1.54 2.04 0.12
H -1.49 -1.25 -2.68
H 0.54 -0.41 -2.37
C -1.62 0.91 -0.13
C -2.47 -2.62 -0.64
H -1.56 -3.16 -0.85
C 2.57 1.83 2.74
C -2.07 -1.17 -0.75
C 1.02 0.35 -0.47
C 1.33 1.39 0.40
H -2.42 -0.51 1.42
C -2.04 -0.20 0.39
H 2.56 1.32 3.71
C 1.25 -0.86 0.09
H 3.67 1.65 2.35
H -1.47 1.64 -2.06

These are the Mulliken partial charges, in e, on atoms 1 to 6: 0.33 0.99 0.04 0.37 0.63 0.34

Record 6
Molecular formula: C23H26NO
Method: DFT, wB97M-V/def2-TZVPD

Values from the calculation:
- Largest force on an atom: 1.7 eV/Å
- Lowest unoccupied orbital energy: -5.834 eV
- DFT total energy: -1021.73232 a.u.
- Net charge: +1
- HOMO-LUMO gap: 5.856 eV

CARTESIAN COORDINATES (ANGSTROEM)
H -3.46 -4.60 -1.20
C -0.23 4.47 1.63
C -1.84 -0.46 1.12
H 2.12 -1.20 2.83
H -5.36 -6.29 2.33
H -4.82 -5.77 -1.25
C -4.10 -5.42 0.74
H 3.74 -4.96 4.08
H 0.50 5.77 3.15
H 1.10 2.05 0.83
C 0.56 -4.23 3.09
C -3.23 -6.68 0.67
N -3.39 -4.46 1.61
H 1.57 -0.29 1.41
H -0.43 -4.70 3.00
H -3.50 4.17 0.67
C -0.54 -0.91 1.50
H 0.74 4.05 1.36
C 2.89 -4.38 3.71
H -3.78 5.79 2.56
H -2.55 -4.09 1.17
H -3.11 -7.11 1.67
C -0.39 5.42 2.64
H -2.24 -6.46 0.25
H -2.70 -1.12 1.26
C -2.06 0.79 0.56
C 0.71 -2.87 2.68
C 0.29 1.32 0.87
C -5.45 -5.85 1.33
H -3.72 -7.43 0.04
C -1.37 4.02 0.97
H -1.37 -2.74 2.21
H -6.18 -5.03 1.34
C 1.98 -2.27 2.94
C 0.53 0.01 1.27
C -2.78 5.43 2.29
H -5.10 -4.10 -0.69
H -1.76 6.64 3.76
H 4.05 -2.58 3.45
C -4.38 -4.93 -0.69
H -3.96 -3.69 1.96
C 3.06 -3.04 3.37
O -1.27 2.98 0.02
C -1.00 1.69 0.50
H 1.48 -6.01 3.90
C -1.66 5.89 2.97
C 1.62 -4.97 3.60
C -0.43 -2.21 2.10
C -2.65 4.53 1.24
H -5.85 -6.63 0.67
H -3.05 1.11 0.23

These are the Mulliken partial charges, in e, on atoms 1 to 6: 0.36 -0.29 -0.52 0.41 0.40 0.38

Record 7
Molecular formula: C46H59CaN8O5S
Method: DFT, wB97M-V/def2-TZVPD

Values from the calculation:
- Largest force on an atom: 4.0 eV/Å
- Lowest unoccupied orbital energy: 1.343 eV
- DFT total energy: -3678.34777 a.u.
- Net charge: -1
- HOMO-LUMO gap: 3.495 eV

CARTESIAN COORDINATES (ANGSTROEM)
C 1.76 4.77 1.43
H 4.30 3.11 -1.25
C -0.70 -0.59 4.17
O -3.41 0.80 -2.61
C 3.26 -1.21 -4.45
H 2.29 4.16 -1.82
H -2.40 -6.47 2.77
H -5.08 -0.12 -1.03
C -0.03 2.85 -2.53
H -8.05 -3.79 -0.10
H 2.82 3.73 4.57
C 3.18 -1.17 -1.67
O -1.87 -3.20 -0.02
C -4.88 -1.43 -2.67
H 0.18 6.31 3.32
H -1.83 5.36 -0.94
N 1.90 -1.19 0.27
H -0.61 5.58 -2.32
C 2.08 -1.21 -3.68
H 0.74 -4.59 -3.03
H -3.15 -4.42 2.24
H 3.19 -1.21 -5.51
H -0.46 4.72 1.36
H -0.54 -5.23 1.67
H 3.03 3.03 3.03
H -1.78 -0.36 6.01
C -1.11 -4.98 -4.13
H -6.83 -1.63 0.06
H 4.04 -1.72 1.58
S -3.44 -0.53 -3.33
C 3.14 -1.16 -0.26
C 4.20 4.74 0.22
C -5.50 -1.01 -1.52
H 2.43 -0.81 6.39
C 1.57 -0.75 5.74
Ca -0.75 -1.31 -0.85
C -5.27 -2.57 -3.41
C -2.10 -4.24 -4.82
H -4.73 -5.75 0.89
H 4.93 -0.39 0.63
H 4.50 4.71 -1.97
C 5.01 3.95 1.30
C 4.48 6.22 0.15
H -1.65 -0.52 3.62
H 0.58 1.97 -2.25
C 2.33 3.60 3.62
H 0.68 5.34 4.72
H 1.47 2.96 3.83
H -2.64 3.14 -0.78
O -1.61 1.31 -0.88
H 1.11 -1.30 -4.12
H 3.87 6.91 0.75
C -1.35 4.94 -1.80
H -2.66 -4.63 -5.69
H -3.76 -7.65 -0.46
C -2.71 -5.02 1.39
N -2.29 -2.94 -4.48
H 5.05 -2.05 0.11
N 1.81 -1.28 1.54
H 0.28 -0.47 7.41
N -0.70 -3.11 -2.73
C -6.22 -3.41 -2.83
C 0.34 -0.64 6.34
C -6.81 -3.08 -1.58
C 4.70 4.14 -1.09
H -6.62 -4.28 -3.29
C -1.79 -2.54 -3.31
C 0.55 -1.03 2.05
H -3.97 -4.85 -0.38
C -0.62 3.60 -1.30
C 1.95 4.97 2.95
H 3.98 5.86 2.97
C 4.34 -1.35 0.54
H -2.40 -8.24 1.23
H 5.82 4.03 -1.18
H -2.15 4.66 -2.51
C 4.44 -1.15 -3.75
H 6.07 4.05 1.05
C 1.89 4.31 -0.83
C -3.73 -5.55 0.39
H 2.61 7.00 2.96
C 1.64 -1.00 4.36
H -2.69 -6.65 -1.23
H -7.90 -4.78 -1.51
H -0.13 4.54 3.32
O -0.43 -0.78 1.31
C 0.49 4.52 0.89
N -7.78 -3.88 -1.06
C -0.28 -4.26 -3.25
C -2.10 -7.28 0.84
C 0.61 5.31 3.61
C -1.69 2.67 -0.54
H 0.61 3.54 -3.13
H -0.86 2.49 -3.16
H 5.57 6.41 0.37
O -0.39 -4.37 1.19
C 4.46 -1.11 -2.37
N 2.01 -1.23 -2.38
C 0.53 -0.91 3.55
N -2.02 -6.25 1.87
H 4.86 4.33 2.33
H 4.69 2.90 1.28
N -2.23 -1.43 -2.63
C -6.42 -1.86 -0.95
H -1.10 -7.37 0.35
H 4.43 6.58 -0.93
C 2.70 4.66 0.33
H -4.82 -2.75 -4.35
H 5.35 -1.28 -4.36
C -1.66 -4.09 0.78
C 2.96 6.04 3.33
C 0.54 4.11 -0.44
C -3.12 -6.80 -0.26
H 5.35 -0.92 -1.77
H -1.44 2.76 0.53
H 2.56 -1.35 3.87
H -0.85 -6.04 -4.34
H -2.37 1.19 -1.57
C -0.81 -0.49 5.56
H 3.03 6.07 4.44

These are the Mulliken partial charges, in e, on atoms 1 to 6: -0.18 0.39 -0.44 -0.65 -1.04 0.21

Record 8
Molecular formula: C7H8Cl2
Method: DFT, wB97M-V/def2-TZVPD

Values from the calculation:
- Largest force on an atom: 3.9 eV/Å
- Lowest unoccupied orbital energy (alpha / beta): -0.425 / -0.695 eV
- DFT total energy: -1191.69903 a.u.
- Net charge: 0
- HOMO-LUMO gap (alpha / beta): 7.593 / 6.986 eV

CARTESIAN COORDINATES (ANGSTROEM)
H -0.43 1.18 1.17
H -1.10 1.10 -1.88
C -2.01 -1.40 -0.68
C -0.16 0.87 0.15
H 1.19 -0.10 -1.20
H -4.24 -0.70 1.98
H 2.13 -1.12 0.46
C -1.18 0.99 -0.82
C 1.02 0.32 -0.18
H 3.19 0.35 0.44
H 1.92 0.11 1.67
Cl -2.64 2.04 -0.47
C -3.65 -1.12 1.22
Cl -0.52 -2.09 -0.03
C -2.90 -1.28 0.28
H -2.07 -1.66 -1.68
C 2.10 -0.06 0.69

These are the Mulliken partial charges, in e, on atoms 1 to 6: 0.24 0.45 -0.47 -0.08 0.30 0.42

> What is the formula in the eighth record?

C7H8Cl2

> The highest DFT total energy belongs to which entry?

C2H9NO3